Run a
{
  "formula": "C24H25N3O4S",
  "method": "ωB97M-V/def2-TZVPD",
  "mol_weight_da": 451.5,
  "gap_ev": 7.77,
  "lumo_energy_ev": 0.14,
  "total_charge": 0,
  "elements": ["S", "O", "O", "O", "O", "N", "N", "N", "C", "C", "C", "C", "C", "C", "C", "C", "C", "C", "C", "C", "C", "C", "C", "C", "C", "C", "C", "C", "C", "C", "C", "C", "H", "H", "H", "H", "H", "H", "H", "H", "H", "H", "H", "H", "H", "H", "H", "H", "H", "H", "H", "H", "H", "H", "H", "H", "H"],
  "xyz": [[-0.46, 0.51, 1.51], [3.13, 3.01, -0.63], [-1.42, -5.39, -1.75], [-3.76, 1.04, -0.26], [-0.29, -3.23, -1.95], [-0.88, 2.92, 0.19], [1.11, 1.99, 0.12], [-3.37, -0.94, 0.36], [-1.52, -2.77, 0.22], [-0.48, 4.08, -0.26], [1.95, 0.89, 0.45], [-2.63, -1.91, 1.21], [-3.19, 0.38, 0.36], [-0.96, 6.18, -1.32], [3.93, -0.20, 1.94], [2.59, -1.31, 0.52], [0.01, 1.94, 0.65], [3.66, -1.41, 1.35], [-2.21, -3.41, -0.77], [1.37, 5.27, -1.33], [0.53, 6.11, -1.81], [4.56, -2.46, 1.84], [-3.13, -2.27, -1.61], [-2.43, 1.04, 1.73], [-1.51, 5.03, -0.68], [2.57, -2.75, -0.40], [0.93, 4.16, -0.85], [3.04, 1.01, 1.57], [-1.14, -4.07, -1.55], [1.85, -0.28, 0.06], [1.94, 3.15, -0.26], [-3.87, -1.51, -0.77], [2.49, -3.52, 0.52], [-3.14, -2.75, 1.70], [5.02, -2.88, 1.00], [1.32, -0.39, -0.83], [-4.83, -2.42, -0.34], [5.34, -2.16, 2.74], [-4.60, -0.85, -1.24], [-2.88, -4.04, -0.35], [0.22, -3.75, -2.76], [-3.46, -2.88, -2.51], [4.53, 0.07, 2.78], [3.24, 1.82, 1.97], [-2.02, -1.52, 2.01], [-2.46, -1.75, -2.03], [2.41, 5.36, -1.56], [-2.79, 0.57, 2.66], [-1.01, -3.52, 0.97], [-0.82, -2.04, 0.28], [1.75, -2.67, -1.08], [3.95, -3.20, 2.07], [0.98, 7.07, -2.51], [-1.59, 6.82, -1.65], [-2.55, 4.94, -0.44], [-2.37, 2.00, 1.54], [3.37, -3.09, -0.83]],
  "mulliken_charge": [0.074, -0.609, -0.641, -0.360, -0.388, -0.330, 0.462, 0.313, 0.047, 0.372, -1.864, -1.366, 0.988, -0.721, -1.585, 1.146, 0.558, 1.463, 0.199, -0.650, -0.283, -1.596, -1.058, -1.202, -0.620, -1.498, 0.225, -1.079, 0.102, 0.309, 0.520, -1.236, 0.306, 0.315, 0.422, 0.518, 0.233, 0.265, 0.454, 0.674, 0.410, 0.338, 0.230, 0.985, 0.569, 0.754, 0.394, 0.462, 0.210, -0.275, 0.086, 0.579, 0.180, 0.555, 0.450, 0.562, 0.627]
}

Run b
{
  "formula": "C24H25N3O4S",
  "method": "ωB97M-V/def2-TZVPD",
  "mol_weight_da": 451.5,
  "gap_ev": 8.11,
  "lumo_energy_ev": -0.43,
  "total_charge": 0,
  "smiles": "CCCOc1ccc(/C(O)=C2/C(=O)C(=O)N(CCCn3ccnc3)[C@H]2c2cccs2)cc1",
  "elements": ["S", "O", "O", "O", "O", "N", "N", "N", "C", "C", "C", "C", "C", "C", "C", "C", "C", "C", "C", "C", "C", "C", "C", "C", "C", "C", "C", "C", "C", "C", "C", "C", "H", "H", "H", "H", "H", "H", "H", "H", "H", "H", "H", "H", "H", "H", "H", "H", "H", "H", "H", "H", "H", "H", "H", "H", "H"],
  "xyz": [[-0.52, 1.85, 0.71], [3.70, 1.82, -3.11], [-0.44, -2.86, -2.79], [-2.57, -3.66, -1.51], [-4.35, -2.60, 0.66], [-0.20, -3.43, 2.50], [-2.97, -0.80, 0.43], [-1.75, -2.04, 3.21], [1.29, 1.54, -2.74], [-1.91, -0.30, -0.43], [-3.03, -1.39, 3.40], [-0.58, -1.69, -2.18], [-3.06, 0.02, 2.79], [-0.58, -1.67, 3.81], [2.82, -0.31, -2.85], [3.67, 3.24, -3.07], [-1.46, -3.11, 2.44], [2.60, 1.07, -2.89], [-0.71, 0.17, 0.33], [4.04, 3.79, -1.69], [0.33, -0.57, 0.81], [-3.42, -2.04, 0.12], [-1.62, -1.48, -1.31], [1.79, -1.19, -2.64], [-2.53, -2.54, -1.00], [-3.66, 0.05, 1.38], [0.96, 1.53, 1.52], [1.28, 0.21, 1.49], [2.99, 3.51, -0.62], [0.48, -0.72, -2.45], [0.36, -2.54, 3.36], [0.26, 0.65, -2.52], [-0.52, -0.85, 4.49], [-2.20, -3.63, 1.86], [2.70, 3.63, -3.40], [1.06, 2.59, -2.79], [1.41, -2.59, 3.60], [-4.69, -0.31, 1.43], [2.04, 3.99, -0.88], [1.97, -2.25, -2.61], [-3.22, -1.33, 4.48], [4.43, 3.55, -3.80], [2.17, -0.20, 1.94], [-1.17, -3.46, -2.49], [-3.65, 1.07, 1.00], [-3.80, -2.02, 2.95], [1.50, 2.34, 1.98], [4.99, 3.33, -1.39], [0.41, -1.63, 0.68], [-0.75, 1.04, -2.45], [-2.32, 0.55, -1.00], [3.83, -0.66, -2.98], [-3.67, 0.67, 3.42], [-2.04, 0.42, 2.77], [3.32, 3.92, 0.33], [4.20, 4.86, -1.79], [2.82, 2.45, -0.51]],
  "mulliken_charge": [-0.214, -0.441, -0.605, -0.831, -0.662, -0.654, 0.507, 0.338, 0.122, -0.644, -1.089, 0.559, -0.284, -0.247, -0.758, -0.549, -0.339, 0.559, 1.711, -0.478, -0.605, 0.012, -0.650, -0.846, 0.755, -1.244, -0.786, -1.282, -0.878, -0.094, -0.667, -0.583, 0.449, 0.665, 0.319, 0.302, 0.466, 0.537, 0.238, 0.475, 0.415, 0.319, 0.463, 0.437, 0.409, 0.516, 0.658, 0.290, 0.901, 0.481, 0.439, 0.464, 0.459, 0.180, 0.451, 0.367, 0.166]
}

Energy above the most stable structure, in kcal/mol: run a 392.2; run b 0.0

Run a
{
  "formula": "CH2O2S3",
  "method": "ωB97M-V/def2-TZVPD",
  "mol_weight_da": 142.2,
  "gap_ev": 6.89,
  "lumo_energy_ev": -1.74,
  "total_charge": 0,
  "elements": ["S", "S", "S", "O", "O", "C", "H", "H"],
  "xyz": [[-1.31, -1.84, -0.33], [-1.42, 1.08, 0.15], [2.82, -0.24, -0.18], [1.53, 0.08, -0.74], [3.38, 0.90, 0.48], [-2.09, -0.49, 0.09], [0.02, 0.98, -0.19], [-2.93, -0.46, 0.72]],
  "mulliken_charge": [-0.246, -0.177, 0.714, -0.386, -0.353, -0.107, 0.256, 0.298]
}

Run b
{
  "formula": "CH2O2S3",
  "method": "ωB97M-V/def2-TZVPD",
  "mol_weight_da": 142.2,
  "gap_ev": 8.28,
  "lumo_energy_ev": -1.31,
  "total_charge": 0,
  "elements": ["S", "S", "S", "O", "O", "C", "H", "H"],
  "xyz": [[0.13, -1.60, -0.52], [0.93, 0.09, 1.77], [-1.40, 0.28, -1.24], [-0.46, 1.16, -1.93], [-1.63, 0.76, 0.11], [0.60, -0.21, 0.20], [0.83, -1.08, 2.14], [1.00, 0.59, -0.53]],
  "mulliken_charge": [-0.237, -0.028, 0.683, -0.488, -0.438, 0.010, 0.140, 0.358]
}

Energy above the most stable structure, in kcal/mol: run a 0.0; run b 12.5

Run a
{
  "formula": "C3H5N2O2",
  "method": "ωB97M-V/def2-TZVPD",
  "mol_weight_da": 101.1,
  "gap_ev": 8.61,
  "lumo_energy_ev": -4.98,
  "total_charge": 1,
  "elements": ["O", "O", "N", "N", "C", "C", "C", "H", "H", "H", "H", "H"],
  "xyz": [[-1.92, 1.32, 1.45], [0.85, -0.76, 0.19], [-0.81, -0.75, 1.77], [0.28, 0.46, -1.66], [0.26, -1.34, 1.23], [0.31, 0.49, -0.15], [-1.31, 0.35, 1.31], [1.00, 1.07, -2.13], [0.63, -2.25, 1.52], [0.97, 1.24, 0.29], [-0.67, 0.78, -1.99], [0.42, -0.61, -1.81]],
  "mulliken_charge": [-0.271, -0.349, -0.417, -0.272, 0.237, -0.565, 0.694, 0.367, 0.489, 0.297, 0.384, 0.406]
}

Run b
{
  "formula": "C3H5N2O2",
  "method": "ωB97M-V/def2-TZVPD",
  "mol_weight_da": 101.1,
  "gap_ev": 10.03,
  "lumo_energy_ev": -5.29,
  "total_charge": 1,
  "smiles": "C[NH2+]C#C[N+](=O)[O-]",
  "elements": ["O", "O", "N", "N", "C", "C", "C", "H", "H", "H", "H", "H"],
  "xyz": [[3.53, 3.52, 0.72], [2.37, 3.59, 2.54], [2.65, 3.16, 1.45], [-0.17, 0.47, 0.75], [-0.16, -0.42, -0.56], [1.63, 2.26, 1.04], [0.90, 1.31, 0.95], [-1.18, 1.02, 0.71], [-0.34, 0.29, -1.40], [-1.06, -1.00, -0.64], [0.93, -0.67, -0.76], [-0.20, -0.24, 1.59]],
  "mulliken_charge": [-0.420, -0.406, 0.790, -0.282, -0.808, 0.119, -0.050, 0.491, 0.373, 0.379, 0.358, 0.456]
}

Run c
{
  "formula": "C3H5N2O2",
  "method": "ωB97M-V/def2-TZVPD",
  "mol_weight_da": 101.1,
  "gap_ev": [9.41, 9.41],
  "lumo_energy_ev": [-5.95, -5.95],
  "total_charge": 1,
  "smiles": "Cc1c[n+](=O)o[nH]1",
  "elements": ["O", "O", "N", "N", "C", "C", "C", "H", "H", "H", "H", "H"],
  "xyz": [[0.34, 3.11, -0.36], [1.47, 1.09, -0.69], [0.33, 1.96, -0.25], [1.17, -0.14, -0.43], [-0.57, 1.00, 0.30], [-0.03, -0.25, 0.18], [-0.61, -1.57, 0.44], [0.01, -2.21, 1.05], [1.53, -0.79, -1.11], [-1.45, 1.44, 0.52], [-1.61, -1.44, 0.84], [-0.58, -2.21, -0.49]],
  "mulliken_charge": [-0.435, -0.220, 0.736, 0.074, -0.172, 0.332, -1.223, 0.385, 0.310, 0.543, 0.323, 0.348]
}

Energy above the most stable structure, in kcal/mol: run a 0.0; run b 114.2; run c 61.8

Run a
{
  "formula": "C5H10O",
  "method": "ωB97M-V/def2-TZVPD",
  "mol_weight_da": 86.1,
  "gap_ev": 8.01,
  "lumo_energy_ev": 0.62,
  "total_charge": 0,
  "elements": ["O", "C", "C", "C", "C", "C", "H", "H", "H", "H", "H", "H", "H", "H", "H", "H"],
  "xyz": [[1.07, -0.88, -0.32], [-1.09, 0.42, -0.58], [-0.04, 1.38, -0.06], [2.50, -0.33, 0.37], [0.36, 0.22, -0.89], [-1.81, -0.46, 0.41], [0.50, -1.42, 0.24], [-1.20, -0.65, 1.31], [0.07, 2.37, -0.49], [-2.73, 0.03, 0.76], [-1.70, 0.74, -1.43], [-2.10, -1.43, -0.02], [2.19, -0.46, 1.43], [0.74, 0.39, -1.89], [0.18, 1.32, 1.00], [3.09, -1.24, 0.16]],
  "mulliken_charge": [-0.319, 0.254, -0.515, -0.712, -0.108, -1.542, 0.436, 0.386, 0.260, 0.369, 0.373, 0.309, 0.145, 0.309, 0.167, 0.189]
}

Run b
{
  "formula": "C5H10O",
  "method": "ωB97M-V/def2-TZVPD",
  "mol_weight_da": 86.1,
  "gap_ev": 9.46,
  "lumo_energy_ev": 1.02,
  "total_charge": 0,
  "smiles": "OCCC1CC1",
  "elements": ["O", "C", "C", "C", "C", "C", "H", "H", "H", "H", "H", "H", "H", "H", "H", "H"],
  "xyz": [[-1.57, -1.61, 0.51], [0.87, -0.69, -1.00], [1.68, 0.58, -0.88], [0.66, 0.25, 0.16], [-0.63, 0.94, 0.28], [-1.72, -0.33, 1.01], [1.37, -1.63, -0.83], [1.45, 1.39, -1.56], [-1.47, -0.25, 2.06], [1.03, -0.08, 1.13], [-0.70, -1.92, 0.80], [2.72, 0.49, -0.60], [-2.19, 0.42, 0.43], [-0.64, 1.80, 0.98], [0.08, -0.73, -1.76], [-0.94, 1.38, -0.71]],
  "mulliken_charge": [-0.465, -0.595, -0.638, -0.114, -0.839, -0.585, 0.339, 0.239, 0.314, 0.388, 0.327, 0.249, 0.400, 0.421, 0.209, 0.350]
}

Energy above the most stable structure, in kcal/mol: run a 39.2; run b 0.0

Run a
{
  "formula": "C5H10O",
  "method": "ωB97M-V/def2-TZVPD",
  "mol_weight_da": 86.1,
  "gap_ev": 10.84,
  "lumo_energy_ev": 1.16,
  "total_charge": 0,
  "smiles": "COCC1CC1",
  "elements": ["O", "C", "C", "C", "C", "C", "H", "H", "H", "H", "H", "H", "H", "H", "H", "H"],
  "xyz": [[-1.31, -0.77, -0.65], [-0.43, -0.57, 0.44], [0.99, -0.53, -0.06], [1.55, 0.77, -0.54], [2.04, 0.17, 0.74], [-2.46, 0.03, -0.59], [1.74, 0.64, 1.67], [-0.56, -1.38, 1.17], [0.91, 1.65, -0.48], [2.22, 0.77, -1.40], [1.30, -1.43, -0.60], [-0.65, 0.37, 0.96], [3.04, -0.26, 0.77], [-3.04, -0.14, 0.32], [-2.21, 1.10, -0.65], [-3.07, -0.24, -1.46]],
  "mulliken_charge": [-0.323, -0.685, 0.089, -0.566, -0.602, -0.669, 0.226, 0.273, 0.189, 0.258, 0.368, 0.364, 0.264, 0.293, 0.283, 0.238]
}

Run b
{
  "formula": "C5H10O",
  "method": "ωB97M-V/def2-TZVPD",
  "mol_weight_da": 86.1,
  "gap_ev": 9.88,
  "lumo_energy_ev": 0.97,
  "total_charge": 0,
  "elements": ["O", "C", "C", "C", "C", "C", "H", "H", "H", "H", "H", "H", "H", "H", "H", "H"],
  "xyz": [[-0.78, 0.20, 2.25], [-0.01, 0.51, -1.62], [1.63, 0.07, 0.24], [-1.36, -0.70, 1.46], [0.22, -0.02, -0.23], [-0.77, 0.39, 0.76], [0.63, 0.02, -2.36], [2.27, -0.57, -0.39], [1.98, 1.10, 0.09], [1.78, -0.18, 1.29], [-0.83, -1.66, 1.42], [-1.48, 1.19, 0.53], [-1.04, 0.39, -1.96], [0.23, 1.58, -1.65], [-2.28, -1.04, 0.57], [-0.20, -1.30, -0.40]],
  "mulliken_charge": [-0.415, -1.617, -1.407, -0.657, 0.938, -0.141, 0.369, 0.360, 0.339, 0.350, 0.310, 0.434, 0.378, 0.400, 0.239, 0.120]
}

Energy above the most stable structure, in kcal/mol: run a 0.0; run b 83.2

Run a
{
  "formula": "C5H10O",
  "method": "ωB97M-V/def2-TZVPD",
  "mol_weight_da": 86.1,
  "gap_ev": 9.84,
  "lumo_energy_ev": 1.10,
  "total_charge": 0,
  "smiles": "C/C=C\\OCC",
  "elements": ["O", "C", "C", "C", "C", "C", "H", "H", "H", "H", "H", "H", "H", "H", "H", "H"],
  "xyz": [[-0.77, 0.31, -0.95], [-0.08, 2.30, 0.23], [0.03, -2.06, 0.56], [0.32, -0.43, -1.32], [0.79, -1.44, -0.58], [-0.67, 0.90, 0.36], [-0.30, 2.65, -0.78], [0.42, -1.80, 1.55], [-0.53, 2.99, 0.95], [1.00, 2.31, 0.37], [-1.69, 0.91, 0.74], [0.07, -3.14, 0.45], [-1.02, -1.77, 0.53], [-0.07, 0.30, 1.05], [1.73, -1.87, -0.89], [0.75, -0.16, -2.28]],
  "mulliken_charge": [-0.428, -1.195, -1.131, -0.339, -0.045, -0.023, 0.291, 0.296, 0.353, 0.289, 0.322, 0.351, 0.334, 0.163, 0.349, 0.411]
}

Run b
{
  "formula": "C5H10O",
  "method": "ωB97M-V/def2-TZVPD",
  "mol_weight_da": 86.1,
  "gap_ev": 9.43,
  "lumo_energy_ev": 0.82,
  "total_charge": 0,
  "elements": ["O", "C", "C", "C", "C", "C", "H", "H", "H", "H", "H", "H", "H", "H", "H", "H"],
  "xyz": [[-1.95, 0.25, 1.30], [-0.64, 0.17, 1.49], [1.35, -0.63, -0.82], [0.25, 0.13, -0.74], [-0.85, 0.08, -1.76], [0.01, 1.05, 0.45], [2.12, -0.58, -0.06], [-0.89, 1.02, -2.34], [-2.37, -0.36, 1.93], [1.47, -1.06, 2.40], [2.17, -1.29, 2.55], [1.50, -1.31, -1.65], [-0.71, -0.75, -2.46], [0.97, 1.41, 0.85], [-1.83, -0.03, -1.28], [-0.62, 1.90, 0.16]],
  "mulliken_charge": [-0.345, -0.381, -0.898, 0.819, -1.143, -0.520, 0.237, 0.273, 0.411, -0.213, 0.208, 0.261, 0.354, 0.324, 0.262, 0.351]
}

Run c
{
  "formula": "C5H10O",
  "method": "ωB97M-V/def2-TZVPD",
  "mol_weight_da": 86.1,
  "gap_ev": 8.21,
  "lumo_energy_ev": 0.84,
  "total_charge": 0,
  "elements": ["O", "C", "C", "C", "C", "C", "H", "H", "H", "H", "H", "H", "H", "H", "H", "H"],
  "xyz": [[0.70, 1.07, 0.32], [1.29, -0.08, 0.44], [-1.35, 0.65, -0.86], [-1.21, -0.36, 1.48], [-0.54, -0.18, 0.14], [2.37, -0.27, -0.61], [-0.32, -1.13, -0.35], [1.97, -0.91, -1.41], [3.23, -0.80, -0.19], [-0.63, -1.02, 2.12], [-1.65, 1.61, -0.43], [2.69, 0.68, -1.06], [-2.21, -0.78, 1.31], [-1.33, 0.61, 1.97], [-2.25, 0.08, -1.12], [-0.78, 0.84, -1.77]],
  "mulliken_charge": [-0.393, 0.017, -1.362, -1.390, 0.930, -1.082, 0.241, 0.251, 0.340, 0.384, 0.314, 0.314, 0.369, 0.315, 0.404, 0.347]
}

Energy above the most stable structure, in kcal/mol: run a 0.0; run b 60.9; run c 78.0